Entry 1:
Here is a cluster of 2 separate species, CHCl2O3S in total at a distorted geometry from the Open Molecules 2025 dataset. Energies are from the ωB97M-V functional and the def2-TZVPD basis.

Each line ends with the Löwdin charge.
Atoms and positions in Å:
C -0.722 1.581 0.008  -1.0197
O 1.042 -2.988 0.954  -0.4468
O 1.407 -2.231 -1.388  -0.4488
O -0.171 -0.891 0.198  -0.4469
S 0.609 -2.090 -0.141  0.5278
Cl -1.957 2.350 0.921  0.4552
Cl 0.798 2.416 0.445  0.4030
H -1.004 1.852 -0.997  -0.0238

## Properties
* calculated total energy: -1582.9392 Eh
* energy above the lowest of the compared OMol25 structures with the same formula, charge and spin: 339.8 kJ/mol
* max |F|: 0.0842 hartree/bohr
* HOMO-LUMO gap (spin up / spin down): 4.915 / 8.584 eV
* E_HOMO (spin up / spin down): -2.432 / -5.359 eV
* total charge: -1

---

Entry 2:
Here is a structure of composition CHCl3N2 at a distorted geometry from the Open Molecules 2025 dataset. Energies are from the ωB97M-V functional and the def2-TZVPD basis.

Each line ends with the Löwdin charge.
Atoms and positions in Å:
C 0.351 -0.108 0.301  -0.4594
N 0.357 1.172 0.534  -0.4511
N -0.821 -0.788 -0.151  -0.8757
Cl 1.840 1.840 0.978  0.5785
Cl -2.200 0.224 -0.315  0.5617
Cl -0.651 -1.433 -1.817  0.5164
H 1.124 -0.907 0.469  0.1295

## Properties
* calculated total energy: -1528.6559 Eh
* energy above the lowest of the compared OMol25 structures with the same formula, charge and spin: 72.6 kJ/mol
* max |F|: 0.0585 hartree/bohr
* HOMO-LUMO gap: 9.247 eV
* E_HOMO: -10.078 eV
* total charge: 0

---

Entry 3:
Here is a cluster of 2 separate species, CHCl3S in total at a distorted geometry from the Open Molecules 2025 dataset. Energies are from the ωB97M-V functional and the def2-TZVPD basis.

Each line ends with the Löwdin charge.
Atoms and positions in Å:
C 0.156 -0.488 0.194  -1.6253
S -1.041 0.276 -0.901  0.2904
Cl 0.787 -1.837 -0.751  0.4868
Cl -0.158 -0.762 1.889  0.5460
Cl -1.163 2.183 -0.282  0.1121
H 1.418 0.628 -0.149  0.1900

## Properties
* calculated total energy: -1817.3567 Eh
* energy above the lowest of the compared OMol25 structures with the same formula, charge and spin: 227.2 kJ/mol
* max |F|: 0.1019 hartree/bohr
* HOMO-LUMO gap: 8.783 eV
* E_HOMO: -9.335 eV
* total charge: 0

---

Entry 4:
Here is a cluster of 2 separate species, CHCl3S in total at a distorted geometry from the Open Molecules 2025 dataset. Energies are from the ωB97M-V functional and the def2-TZVPD basis.

Each line ends with the Löwdin charge.
Atoms and positions in Å:
S 0.013 -1.002 0.933  0.5730
C 1.247 -0.212 0.164  -1.0804
Cl 2.501 -0.947 -0.806  0.5402
H 1.494 0.772 0.121  -0.0512
Cl -3.104 -0.165 -0.099  0.0052
Cl -2.151 1.554 -0.314  0.0131

## Properties
* calculated total energy: -1817.3937 Eh
* energy above the lowest of the compared OMol25 structures with the same formula, charge and spin: 130.0 kJ/mol
* max |F|: 0.0879 hartree/bohr
* HOMO-LUMO gap: 8.582 eV
* E_HOMO: -9.511 eV
* total charge: 0
* structure (SMILES): S=CCl.ClCl

---

Entry 5:
Here is a structure of composition CHCl4P at a distorted geometry from the Open Molecules 2025 dataset. Energies are from the ωB97M-V functional and the def2-TZVPD basis.

Each line ends with the Löwdin spin population.
Atoms and positions in Å:
C -0.697 -0.549 0.060  0.5765
P 1.545 0.204 0.364  0.7929
Cl -0.869 -0.952 -1.737  0.1160
Cl -0.923 -1.903 1.084  0.1213
Cl -1.739 0.739 0.356  0.1420
Cl 1.375 2.061 0.868  0.2134
H 1.308 0.399 -0.995  0.0379

## Properties
* ⟨S²⟩: 2.0061
* calculated total energy: -2220.6760 Eh
* energy above the lowest of the compared OMol25 structures with the same formula, charge and spin: 62.3 kJ/mol
* max |F|: 0.0856 hartree/bohr
* HOMO-LUMO gap (spin up / spin down): 7.179 / 6.825 eV
* E_HOMO (spin up / spin down): -6.652 / -10.035 eV
* total charge: 0
* multiplicity: 3

---

Entry 6:
Here is a cluster of 2 separate species, CHClF2OS2 in total at a distorted geometry from the Open Molecules 2025 dataset. Energies are from the ωB97M-V functional and the def2-TZVPD basis.

Each line ends with the Löwdin charge.
Atoms and positions in Å:
C -1.891 1.214 0.410  -0.7034
O 3.732 -0.731 -0.324  -0.5911
F -1.664 1.734 1.615  0.0309
F -0.790 1.473 -0.412  -0.0363
S 2.874 -3.337 -0.944  0.2149
S 2.578 -1.471 -0.796  0.3739
Cl -2.100 -0.615 0.560  0.5767
H -2.739 1.734 -0.109  0.1345

## Properties
* calculated total energy: -1570.2093 Eh
* energy above the lowest of the compared OMol25 structures with the same formula, charge and spin: 19.2 kJ/mol
* max |F|: 0.0352 hartree/bohr
* HOMO-LUMO gap: 8.421 eV
* E_HOMO: -10.245 eV
* total charge: 0

---

Entry 7:
Here is the molecule CHClF2OS2 at a distorted geometry from the Open Molecules 2025 dataset. Energies are from the ωB97M-V functional and the def2-TZVPD basis.

Each line ends with the Löwdin charge.
Atoms and positions in Å:
F 0.189 -0.637 1.176  0.0225
C -0.365 0.218 0.245  -1.0243
F -0.085 1.464 0.587  0.0656
S -2.177 -0.171 0.007  0.8557
O 0.102 -0.038 -1.001  -0.5421
S 1.499 0.661 -1.417  0.5931
Cl 2.934 -0.124 -0.169  0.1552
H -2.097 -1.375 0.572  -0.1257

## Properties
* calculated total energy: -1570.2064 Eh
* energy above the lowest of the compared OMol25 structures with the same formula, charge and spin: 26.7 kJ/mol
* max |F|: 0.0434 hartree/bohr
* HOMO-LUMO gap: 9.394 eV
* E_HOMO: -9.503 eV
* total charge: 0
* structure (SMILES): FC(F)(S)OSCl

---

Entry 8:
Here is a structure of composition CHClFO2S at a distorted geometry from the Open Molecules 2025 dataset. Energies are from the ωB97M-V functional and the def2-TZVPD basis.

Each line ends with the Löwdin charge.
Atoms and positions in Å:
C -0.283 0.631 -0.588  -0.7760
O -3.091 1.067 0.610  -0.5424
O -2.302 -1.120 -0.037  -0.5776
F 0.283 0.593 -1.886  -0.2039
S -2.601 0.243 -0.445  0.6258
Cl 0.404 2.106 0.119  0.4415
H -0.098 -0.221 0.142  0.0326

## Properties
* calculated total energy: -1147.4436 Eh
* energy above the lowest of the compared OMol25 structures with the same formula, charge and spin: 86.6 kJ/mol
* max |F|: 0.0616 hartree/bohr
* HOMO-LUMO gap: 7.122 eV
* E_HOMO: -3.315 eV
* total charge: -1

---

Q: The lowest energy above the lowest of the compared OMol25 structures with the same formula, charge and spin belongs to which entry?
A: number 6

---

Please write out number 2 again, unchanged.
Here is a structure of composition CHCl3N2 at a distorted geometry from the Open Molecules 2025 dataset. Energies are from the ωB97M-V functional and the def2-TZVPD basis.

Each line ends with the Löwdin charge.
Atoms and positions in Å:
C 0.351 -0.108 0.301  -0.4594
N 0.357 1.172 0.534  -0.4511
N -0.821 -0.788 -0.151  -0.8757
Cl 1.840 1.840 0.978  0.5785
Cl -2.200 0.224 -0.315  0.5617
Cl -0.651 -1.433 -1.817  0.5164
H 1.124 -0.907 0.469  0.1295

## Properties
* calculated total energy: -1528.6559 Eh
* energy above the lowest of the compared OMol25 structures with the same formula, charge and spin: 72.6 kJ/mol
* max |F|: 0.0585 hartree/bohr
* HOMO-LUMO gap: 9.247 eV
* E_HOMO: -10.078 eV
* total charge: 0